[1]
81
Properties=species:S:1:pos:R:3 method="wB97M-V/def2-TZVPD" orbital_gap_ev="4.4 / 5.8" lumo_ha="-0.0744 / -0.1123" total_charge=0 e_above_lowest_kj_mol=143.74 spin_multiplicity=6 largest_force_ev_per_a=3.99
Ir 10.55 -6.54 15.05
C 15.80 -3.38 12.96
C 16.47 -4.58 13.27
C 15.81 -5.59 13.98
C 14.55 -5.31 14.46
C 13.64 -6.34 14.91
N 12.34 -5.82 14.67
C 12.44 -4.51 14.29
N 11.48 -3.68 13.80
C 10.18 -3.99 13.78
C 9.16 -3.20 13.09
C 9.24 -2.23 12.13
C 8.08 -1.58 11.71
C 6.83 -2.00 12.10
C 6.73 -3.07 12.97
C 7.87 -3.66 13.57
C 8.12 -4.77 14.47
N 7.24 -5.48 15.12
C 7.58 -6.51 15.89
N 8.92 -6.97 16.18
C 8.81 -8.17 16.86
N 9.80 -8.97 17.26
C 11.03 -8.94 16.89
N 11.65 -8.03 15.97
C 13.01 -8.26 16.00
N 13.95 -7.51 15.46
C 13.30 -9.31 16.97
C 14.44 -9.67 17.70
C 14.32 -10.55 18.83
C 13.09 -11.07 19.20
C 11.93 -10.81 18.43
C 12.03 -9.82 17.46
C 7.43 -8.39 17.22
C 6.73 -9.39 17.96
C 5.35 -9.43 18.04
C 4.64 -8.39 17.41
C 5.27 -7.42 16.65
C 6.67 -7.41 16.51
N 9.48 -4.94 14.55
C 13.88 -4.17 14.15
C 14.51 -3.18 13.41
H 16.37 -2.58 12.52
H 17.46 -4.77 12.97
H 16.41 -6.51 14.13
H 10.19 -1.82 11.81
H 8.21 -0.75 10.98
H 5.86 -1.69 11.62
H 5.71 -3.41 13.21
H 15.40 -9.31 17.43
H 15.29 -10.88 19.25
H 13.12 -11.81 20.01
H 10.99 -11.31 18.67
H 7.37 -10.11 18.43
H 4.82 -10.31 18.51
H 3.53 -8.24 17.49
H 4.69 -6.66 16.11
H 14.00 -2.22 13.26
N 11.31 -6.90 11.57
C 12.43 -7.27 10.77
N 12.88 -6.57 9.68
N 13.98 -7.16 9.40
N 14.11 -8.32 10.14
N 13.14 -8.36 11.01
C 10.55 -7.90 12.15
N 10.29 -9.11 11.56
N 9.45 -9.69 12.42
N 9.37 -9.06 13.51
N 10.05 -7.87 13.38
H 11.00 -5.94 11.52
Br 11.56 -14.62 15.17
C 13.36 -15.18 15.24
C 13.57 -16.51 15.67
C 14.78 -17.14 15.60
C 15.91 -16.39 15.13
C 15.70 -15.01 14.96
C 14.45 -14.40 14.93
I 14.34 -12.45 14.13
H 12.77 -16.97 16.20
H 14.83 -18.22 15.85
H 16.90 -16.80 14.98
H 16.56 -14.37 14.68

---

[2]
117
Properties=species:S:1:pos:R:3 method="wB97M-V/def2-TZVPD" orbital_gap_ev="3.6 / 6.1" lumo_ha="-0.2812 / -0.2232" total_charge=+2 spin_multiplicity=2 largest_force_ev_per_a=3.34
Ru -0.40 0.87 0.03
C 1.21 -3.85 2.64
N 0.59 -2.57 2.48
C 0.85 -1.66 1.49
N 0.15 -0.55 1.70
C -0.61 -0.74 2.82
C -0.32 -2.02 3.32
C -0.82 -2.66 4.53
C -0.78 -1.95 5.73
C -1.29 -2.51 6.89
C -1.86 -3.78 6.86
C -1.87 -4.50 5.67
C -1.35 -3.95 4.51
C -1.61 0.19 3.28
C -2.75 -0.25 3.93
C -3.73 0.61 4.36
C -3.55 2.01 4.23
C -2.48 2.51 3.58
C -1.47 1.64 2.90
P 1.97 -2.00 0.08
C 0.85 -1.72 -1.36
N 0.22 -0.59 -1.67
C -0.39 -0.79 -2.88
C -0.11 -2.09 -3.29
N 0.69 -2.64 -2.34
C 1.23 -3.98 -2.38
C -0.66 -2.80 -4.45
C -2.04 -3.01 -4.49
C -2.61 -3.59 -5.60
C -1.82 -3.95 -6.69
C -0.45 -3.76 -6.64
C 0.14 -3.19 -5.52
C -1.19 0.20 -3.57
C -1.52 0.09 -4.92
C -2.39 0.98 -5.51
C -2.94 2.02 -4.77
C -2.57 2.19 -3.44
C -1.69 1.30 -2.86
C 2.69 -0.34 0.00
N 2.05 0.83 -0.04
C 3.00 1.79 -0.16
C 4.25 1.19 -0.19
N 4.03 -0.15 -0.10
C 5.03 -1.18 -0.07
C 5.58 1.77 -0.24
C 6.50 1.37 -1.21
C 7.77 1.89 -1.22
C 8.16 2.80 -0.25
C 7.25 3.22 0.72
C 5.96 2.71 0.72
C 2.70 3.21 -0.22
C 1.58 3.71 0.46
C 1.33 5.07 0.49
C 2.17 5.95 -0.18
C 3.26 5.46 -0.88
C 3.53 4.11 -0.89
H 2.23 -3.82 2.27
H 0.65 -4.62 2.10
H 1.23 -4.11 3.70
H -0.35 -0.96 5.75
H -1.25 -1.96 7.81
H -2.28 -4.20 7.75
H -2.30 -5.49 5.65
H -1.40 -4.51 3.59
H -2.86 -1.31 4.11
H -4.62 0.23 4.84
H -4.29 2.67 4.65
H -2.33 3.58 3.48
H -0.45 2.00 3.09
H 0.52 -4.63 -2.90
H 1.39 -4.34 -1.37
H 2.17 -3.99 -2.92
H -2.65 -2.70 -3.65
H -3.68 -3.75 -5.63
H -2.28 -4.38 -7.57
H 0.16 -4.03 -7.49
H 1.20 -3.01 -5.50
H -1.07 -0.69 -5.52
H -2.66 0.86 -6.55
H -3.64 2.69 -5.22
H -2.97 3.02 -2.88
H -1.36 1.43 -1.81
H 5.96 -0.78 0.33
H 5.23 -1.57 -1.08
H 4.70 -2.01 0.56
H 6.19 0.67 -1.98
H 8.47 1.59 -1.98
H 9.16 3.19 -0.24
H 7.55 3.92 1.48
H 5.25 3.02 1.47
H 0.94 3.01 1.00
H 0.50 5.46 1.06
H 1.97 7.01 -0.15
H 3.91 6.14 -1.40
H 4.39 3.73 -1.43
F -2.86 6.03 -0.04
C -2.82 4.73 0.27
C -1.70 4.02 -0.04
C -1.68 2.64 0.30
C -2.99 1.91 0.66
C -4.04 2.84 1.11
F -5.17 2.28 1.56
C -3.96 4.18 0.91
C -3.42 -0.37 -0.03
C -4.56 -1.18 -0.04
C -4.41 -2.55 0.03
C -3.13 -3.07 0.12
C -2.06 -2.20 0.16
N -2.19 -0.87 0.08
H -0.88 4.49 -0.57
H -4.79 4.82 1.16
H -5.53 -0.71 -0.10
H -5.27 -3.20 0.03
H -2.96 -4.14 0.18
H -1.05 -2.58 0.24
O -3.58 0.95 -0.20
C -1.71 1.73 1.39